# 1
Entry from the OMol25 dataset: C3H8N4 in the gas phase in a non-equilibrium geometry (the ωB97M-V functional and the def2-TZVPD basis).

## Properties
orbital gap (alpha / beta) = 8.32 / 8.31 eV
electronic energy = -9198.18610 eV
HOMO (alpha / beta) = -7.69 / -7.69 eV

The geometry in XYZ format:
```
15
Properties=species:S:1:pos:R:3:forces:R:3
H -0.442887 -0.524891 -2.608102 -0.114 -0.013 0.039
H -1.268162 -1.951876 0.645933 -0.157 0.063 0.452
H 1.716065 1.472967 -1.411945 0.482 -0.093 -0.085
H 2.175787 0.346781 -0.077506 0.040 0.156 -0.072
C -0.257842 -0.103531 1.654052 -1.229 -2.144 0.882
N 0.105145 0.657333 -0.375159 1.114 0.065 0.172
H -1.220193 -1.873116 -1.861227 0.063 -0.045 -0.242
H 1.541225 1.990300 0.235896 0.149 -0.110 0.155
H -1.526357 1.326358 1.534808 -0.706 -0.585 0.027
C 1.464890 1.113402 -0.409772 -0.285 0.494 -0.579
C -0.352256 -0.530548 -0.586962 -1.354 0.532 0.491
N -0.975503 0.782072 2.193512 0.821 0.650 -0.491
N -0.852780 -0.939822 -1.787785 0.364 -0.709 0.349
N -0.607639 -1.191146 0.578814 0.411 1.485 -0.998
H 0.500505 -0.574284 2.275443 0.402 0.254 -0.100
```
Positions in Å, forces in eV/Å.

# 2
Entry from the OMol25 dataset: C3H8N4 in the gas phase in a non-equilibrium geometry (the ωB97M-V functional and the def2-TZVPD basis).

## Properties
orbital gap (alpha / beta) = 7.64 / 7.64 eV
electronic energy = -9197.08631 eV
HOMO (alpha / beta) = -7.14 / -7.14 eV

The geometry in XYZ format:
```
15
Properties=species:S:1:pos:R:3:forces:R:3
N -0.713604 1.703159 -0.631056 -1.003 -0.809 0.614
C -1.540377 -0.233828 0.423977 0.358 -0.383 0.005
N 1.391699 -0.865215 1.203732 0.205 0.062 -0.298
H 0.578878 1.044217 -1.053908 2.119 -1.019 0.559
H -0.981843 2.340959 -1.384828 0.131 -0.389 -0.305
N -1.597599 0.744021 -0.637443 0.479 1.255 -0.140
H 0.806969 -1.287213 1.905386 0.095 -0.239 -0.113
C -0.485127 -1.035751 -0.290421 0.239 -0.276 0.195
H -1.196099 0.155913 1.387715 -0.025 0.111 -0.168
H 2.453665 0.315684 -0.728270 -0.357 0.801 -0.116
H -0.724850 -1.360396 -1.292632 0.024 0.255 -0.129
C 0.852779 -0.635792 -0.032452 -0.694 0.710 0.548
H 2.204644 -0.350450 1.504314 -0.241 0.117 0.087
N 1.458876 0.189737 -0.895016 -1.329 -0.333 -0.722
H -2.508012 -0.725044 0.520903 -0.001 0.137 -0.019
```
Positions in Å, forces in eV/Å.

# 3
Entry from the OMol25 dataset: C3H8N4 in the gas phase in a non-equilibrium geometry (the ωB97M-V functional and the def2-TZVPD basis).

## Properties
orbital gap = 9.35 eV
electronic energy = -9199.30064 eV
HOMO = -8.48 eV

The geometry in XYZ format:
```
15
Properties=species:S:1:pos:R:3:forces:R:3
H -1.094193 -1.077665 1.299796 0.859 -0.882 -1.317
H -1.698458 2.015034 -0.410241 0.702 -0.322 -0.023
C -1.199987 1.200473 0.144461 -0.606 -1.849 1.053
H -1.472278 1.321502 1.226729 -0.030 0.047 -0.712
C 1.105699 0.051291 -0.030000 -1.521 0.017 0.675
H 2.864234 -0.604401 -0.144326 0.371 -0.296 0.112
H 1.052052 -1.951801 -0.173968 -1.425 0.260 0.307
C -1.691769 -0.193795 -0.348758 -2.373 0.854 -0.932
H -2.892914 -0.267354 -0.265453 2.866 -0.243 0.221
H 0.884935 1.992632 -0.143186 -2.509 -2.327 0.853
N 2.379204 0.266011 0.005315 -1.150 -0.181 -0.548
N 0.408758 -1.147997 -0.101966 2.119 -0.843 -0.207
H -1.466460 -0.199852 -1.420072 -0.148 -0.259 0.053
N 0.228067 1.103840 0.035574 3.836 4.679 -1.041
N -0.938968 -1.304127 0.266293 -0.991 1.348 1.506
```
Positions in Å, forces in eV/Å.

# 4
Entry from the OMol25 dataset: a molecular structure, C3H8N4 in a non-equilibrium geometry (the ωB97M-V functional and the def2-TZVPD basis).

## Properties
total charge = +2
orbital gap (alpha / beta) = 9.62 / 8.23 eV
electronic energy = -9176.82317 eV
HOMO (alpha / beta) = -16.88 / -17.02 eV

The geometry in XYZ format:
```
15
Properties=species:S:1:pos:R:3:forces:R:3
H -2.227916 -4.176660 0.002716 1.084 -0.366 -0.081
C 4.318074 10.433089 -3.974834 -2.338 0.445 -2.303
H 0.051684 -5.621667 0.385817 0.540 -0.641 -1.042
C -0.681030 -3.844048 1.363391 -0.181 -2.431 -0.457
N -1.744922 -3.597316 0.689536 -2.716 1.491 -0.093
N -0.218825 -3.185696 2.414714 -2.157 4.299 4.016
N 3.395900 10.652662 -4.610008 4.061 -0.626 3.144
H -1.226862 -1.677143 3.991582 1.380 0.473 0.466
H 5.256821 10.114538 -3.642217 1.260 -0.125 1.065
C 0.341130 -4.923024 1.121407 -0.164 2.592 2.013
H 2.620993 10.640089 -5.161086 -2.965 0.353 -1.926
H 1.175240 -4.156433 1.150696 0.217 -1.561 -1.505
H 0.550467 -5.324343 2.125253 -0.296 -0.574 -0.331
N -1.638671 -2.382757 3.402254 1.066 -2.713 -3.144
H -2.406983 -2.829836 0.954619 1.209 -0.615 0.176
```
Positions in Å, forces in eV/Å.

# 5
Entry from the OMol25 dataset: C3H8N4O in the gas phase in a non-equilibrium geometry (the ωB97M-V functional and the def2-TZVPD basis).

## Properties
orbital gap = 9.30 eV
electronic energy = -11241.42879 eV
HOMO = -8.90 eV

The geometry in XYZ format:
```
16
Properties=species:S:1:pos:R:3:forces:R:3
C 0.265376 0.842454 1.278300 -1.703 -0.118 -6.098
H -1.839429 -3.118764 -0.474633 1.341 3.777 1.020
N 0.899205 2.467925 -0.583840 0.122 -1.320 -3.783
H 0.760466 1.546861 -2.635178 -2.110 -0.234 4.615
N 0.194980 -0.447900 0.488650 -3.427 -4.191 0.100
H 1.749209 2.504856 1.399030 -1.369 0.142 -1.997
H 0.057129 0.667834 -1.169481 0.282 -3.020 0.811
C -0.914298 -1.331011 0.563525 3.399 4.476 -2.399
H -0.759431 1.172911 1.261915 -0.421 0.539 1.163
H -1.875394 -1.147541 0.964747 -0.760 0.711 1.486
O -0.056333 -2.899948 -1.002331 3.201 2.850 0.682
H 0.743482 0.623136 2.107416 1.727 -0.607 4.532
N 0.163474 1.516967 -1.595725 2.669 5.651 -2.543
C 1.054947 2.054066 0.573320 -0.346 -2.441 3.363
H 0.733264 -2.266587 -0.674740 -2.094 -1.868 -1.173
N -1.176646 -2.185261 -0.500975 -0.511 -4.347 0.222
```
Positions in Å, forces in eV/Å.

# 6
Entry from the OMol25 dataset: C3H8N4O in the gas phase in a non-equilibrium geometry (the ωB97M-V functional and the def2-TZVPD basis).

## Properties
orbital gap = 9.27 eV
electronic energy = -11247.44060 eV
HOMO = -8.52 eV

The geometry in XYZ format:
```
16
Properties=species:S:1:pos:R:3:forces:R:3
H -2.080130 -1.629725 -0.536315 0.090 -0.067 0.004
N 1.475644 -1.718669 -0.086604 -0.119 -0.153 -0.366
H 0.471415 1.984878 -0.379480 0.147 -0.124 0.104
C 1.761355 0.766317 0.330206 -0.003 -1.205 -0.206
H -0.596006 -2.408757 -0.192929 -0.036 -0.047 -0.106
C 0.973476 -0.558127 -0.015339 1.322 1.368 0.650
H -2.931649 0.262516 -0.074745 0.131 0.155 -0.065
O 1.438374 1.891212 -0.426541 -0.052 0.236 -0.306
H 2.493152 -1.743136 -0.062375 -0.054 0.255 0.184
N -1.193200 -1.605516 -0.057564 -0.248 0.280 -0.001
N -0.953627 0.772339 0.040808 0.442 -0.452 -0.263
H 2.818976 0.553659 0.145724 -0.070 0.007 0.105
H -2.538147 1.902501 -0.213736 -0.004 -0.195 0.068
C -0.481447 -0.425319 -0.064441 -1.171 0.406 0.391
N -2.289242 1.006623 0.182428 -0.324 -0.324 0.011
H 1.631056 0.949202 1.410902 -0.052 -0.140 -0.204
```
Positions in Å, forces in eV/Å.

# 7
Entry from the OMol25 dataset: C3H8N4O in the gas phase in a non-equilibrium geometry (the ωB97M-V functional and the def2-TZVPD basis).

## Properties
orbital gap = 9.97 eV
electronic energy = -11246.92252 eV
HOMO = -9.43 eV

The geometry in XYZ format:
```
16
Properties=species:S:1:pos:R:3:forces:R:3
H 1.755147 -0.185423 0.696675 -0.052 0.022 -0.047
N 1.479053 1.754968 0.018482 0.001 -0.161 -0.040
C -2.348555 -0.920296 0.446129 0.771 0.581 0.285
H -3.306179 -1.778685 1.999299 -0.117 0.191 -0.163
H -0.612393 0.208351 -1.269611 -0.071 -0.012 0.022
H 1.717790 0.225117 -2.207757 0.024 0.003 0.051
H -0.982126 -1.120851 1.629117 0.276 0.277 -0.826
O -2.987426 -0.577224 -0.514917 -0.026 -0.288 -0.046
C 1.353880 0.305265 -0.192831 0.094 0.216 0.065
H 3.059429 0.070245 -1.274282 -0.074 0.017 0.010
H 1.069561 2.047536 0.899835 0.003 -0.043 -0.060
N 2.078042 -0.173001 -1.346717 -0.088 0.007 0.028
N -2.430364 -1.408166 1.659520 -0.026 -0.420 0.131
H 1.035875 2.281177 -0.728834 0.011 -0.040 0.043
C -0.094991 -0.074899 -0.346062 -0.002 -0.270 0.253
N -0.786743 -0.654113 0.531954 -0.722 -0.081 0.294
```
Positions in Å, forces in eV/Å.

# 8
Entry from the OMol25 dataset: a molecular structure, C3H8N4O in a non-equilibrium geometry (the ωB97M-V functional and the def2-TZVPD basis).

## Properties
orbital gap = 8.91 eV
electronic energy = -11238.60885 eV
HOMO = -9.73 eV

The geometry in XYZ format:
```
16
Properties=species:S:1:pos:R:3:forces:R:3
C -2.776669 0.494485 0.030689 -2.268 1.233 0.070
O 2.599854 -0.611557 -0.185425 -3.272 1.449 -0.181
N -0.442074 0.251002 0.710966 -7.879 3.166 3.116
H -1.458927 -1.661384 -1.755679 0.996 1.356 4.111
C 1.521990 -0.008862 0.016896 6.074 1.094 -0.630
H -1.070332 0.701092 1.493389 2.725 -1.104 -1.229
N 0.678053 -0.378578 1.009192 0.377 -2.942 -0.298
N -0.985781 -1.291451 -0.734560 -1.712 -1.960 -5.988
C -1.415608 -0.229712 -0.212803 0.498 -0.114 2.422
H -3.920248 -0.633988 0.420542 3.348 3.463 -1.255
H -3.277512 1.416705 -1.436472 1.143 -2.340 3.669
H -2.638592 1.447684 1.098160 -0.759 -3.117 -3.727
N 1.416067 1.473071 -0.409925 -2.943 -1.396 -4.983
H 0.637843 -1.474044 1.105774 -0.044 2.586 -0.287
H 1.839417 1.414133 -1.371728 1.383 -0.011 1.504
H 0.447383 1.768480 -1.108987 2.334 -1.364 3.686
```
Positions in Å, forces in eV/Å.

# 9
Entry from the OMol25 dataset: C3H8N4O in the gas phase in a non-equilibrium geometry (the ωB97M-V functional and the def2-TZVPD basis).

## Properties
orbital gap = 9.50 eV
electronic energy = -11243.77492 eV
HOMO = -8.85 eV

The geometry in XYZ format:
```
16
Properties=species:S:1:pos:R:3:forces:R:3
C 1.629031 -1.462443 0.218092 1.797 1.159 -4.736
H 2.502646 -1.651815 0.873573 -1.250 -0.157 0.514
H -1.307120 2.079769 2.325241 1.076 -2.739 -1.160
N 1.890459 -1.705134 -1.093275 -2.461 0.883 3.361
H 0.263773 0.955944 2.129189 -1.792 0.522 -0.883
O -1.402898 0.983316 -1.950120 4.402 -1.486 -2.030
N -1.135349 0.960182 0.424789 0.032 -1.410 -0.936
H -2.207681 0.876431 -0.065877 4.337 0.365 2.363
H 2.743210 -2.208603 -1.267030 0.441 -0.262 0.527
C -0.165889 0.039685 -0.113764 -3.544 0.134 -2.429
N -0.343742 -0.102906 -1.490364 -2.136 2.420 -1.357
H -1.318126 0.092083 2.389828 0.798 2.091 -0.602
H -0.725696 1.454207 -2.573250 -2.216 -0.759 1.594
N 0.588451 -0.623422 0.652352 2.570 -1.995 0.677
C -0.845840 1.043405 1.862153 -2.234 0.583 2.723
H -0.165229 -0.730700 -2.321536 0.180 0.653 2.375
```
Positions in Å, forces in eV/Å.

# 10
Entry from the OMol25 dataset: C3H8N4O in the gas phase in a non-equilibrium geometry (the ωB97M-V functional and the def2-TZVPD basis).

## Properties
orbital gap = 9.37 eV
electronic energy = -11243.53376 eV
HOMO = -8.68 eV

The geometry in XYZ format:
```
16
Properties=species:S:1:pos:R:3:forces:R:3
C 0.509138 -1.041087 -1.154456 0.076 -2.925 -0.091
C -0.694150 -1.153915 -0.241515 -4.282 -2.601 1.287
N 1.190318 0.128417 -0.603717 1.729 -2.757 -2.860
N -2.024316 -0.322944 1.555919 0.870 -3.277 0.540
H -1.808144 -0.541203 2.648679 -0.647 0.242 -3.509
N 0.585845 1.252965 -0.582546 -1.893 4.852 -2.787
H -0.393991 0.653692 0.627231 -1.108 -1.629 0.991
H 1.163197 -2.066691 -0.970888 -1.425 2.845 -0.142
N -0.715383 -0.324572 0.888401 -0.580 0.657 -0.969
O -1.679078 -1.996778 -0.347413 3.542 2.378 -0.312
H -2.385735 -1.316686 0.952626 0.642 2.758 2.269
C 1.229348 2.314717 -0.299613 0.453 1.365 0.944
H 0.220358 -1.235632 -2.356662 0.847 1.569 3.272
H 2.291700 2.173216 0.099315 -1.104 0.657 -0.667
H 0.758994 3.388753 -0.393341 0.816 -2.574 0.436
H 1.751899 0.087748 0.177980 2.064 -1.561 1.597
```
Positions in Å, forces in eV/Å.

In order of appearance, ΔE to the lowest compared entry with this formula, charge and spin = 3.447 4.547 2.333 5.372 8.195 2.183 2.701 11.015 5.849 6.090 eV.